No. 1
{"formula": "C13H44N6O9", "method": "wB97M-V/def2-TZVPD", "species": ["C", "O", "H", "H", "H", "H", "C", "O", "H", "H", "H", "H", "C", "O", "H", "H", "H", "H", "C", "O", "H", "H", "H", "H", "C", "O", "N", "N", "H", "H", "H", "H", "C", "O", "N", "N", "H", "H", "H", "H", "C", "O", "N", "N", "H", "H", "H", "H", "C", "C", "C", "O", "H", "H", "H", "H", "H", "H", "H", "H", "C", "C", "C", "O", "H", "H", "H", "H", "H", "H", "H", "H"], "coordinates": [[-2.8615, 0.9387, -3.1248], [-2.7077, -0.0122, -4.1045], [-2.4004, 1.8988, -3.3666], [-2.2901, 0.6013, -2.2572], [-3.8984, 1.1178, -2.8261], [-1.7871, -0.2060, -4.0982], [3.0772, 2.1766, 0.3678], [3.8707, 1.2687, 1.1218], [3.2942, 2.2084, -0.6795], [3.2707, 3.2044, 0.7628], [2.0663, 1.8774, 0.5612], [4.7916, 1.5865, 1.0754], [2.3812, 1.5877, 4.1713], [2.3635, 0.2994, 4.6570], [1.9893, 2.2273, 4.9794], [1.8052, 1.5810, 3.3139], [3.4237, 1.9100, 3.9528], [2.9076, -0.1594, 3.9788], [-0.5472, 1.2652, 0.8609], [-1.2434, 0.1999, 0.2995], [-1.1763, 1.8063, 1.5478], [-0.1663, 1.8887, 0.1025], [0.2817, 0.8382, 1.4374], [-0.7905, -0.0461, -0.5393], [2.5270, -1.5898, 2.1485], [1.7514, -1.0902, 1.1147], [3.5625, -0.9611, 2.6129], [2.3152, -2.7775, 2.6760], [3.7689, -0.0984, 2.0948], [4.3819, -1.3979, 3.0370], [1.6812, -3.4686, 2.2308], [3.0888, -3.4016, 3.1162], [-0.7288, -1.1482, 3.4530], [-1.5693, -0.2561, 3.9947], [0.2149, -1.7316, 4.0783], [-0.8965, -1.7055, 2.3225], [0.4709, -1.3448, 4.9833], [1.0438, -2.2183, 3.6363], [-1.3952, -1.0527, 1.7853], [-0.0381, -2.0604, 1.9120], [0.1443, -0.8221, -2.4355], [0.0493, -0.3883, -3.7802], [0.8190, -0.3043, -1.4882], [-0.7039, -1.7098, -2.0440], [1.3845, 0.4408, -1.9307], [0.9621, -0.6478, -0.4941], [-1.3243, -2.1161, -2.7926], [-0.6484, -2.2403, -1.1629], [-3.9523, -1.7984, -1.0898], [-3.4080, -2.6201, 0.0306], [-4.2587, -2.3488, 1.2825], [-3.4036, -3.8505, -0.1819], [-5.0259, -2.0298, -1.1875], [-3.6016, -2.1516, -2.0658], [-3.8943, -0.7416, -1.0038], [-2.3914, -2.2781, 0.2059], [-4.0087, -1.3750, 1.6363], [-4.0990, -3.1424, 2.0056], [-5.3337, -2.2544, 1.0546], [-4.2579, -4.0806, -0.5338], [0.6049, 2.6806, -4.6748], [1.4394, 2.7816, -3.4085], [0.5087, 3.1161, -2.2308], [1.9589, 1.6716, -3.1203], [1.2596, 2.5004, -5.5371], [0.1347, 3.6498, -4.7747], [-0.0747, 1.8782, -4.6564], [2.1183, 3.6529, -3.3716], [1.0174, 3.2004, -1.2864], [-0.2387, 2.2886, -2.1157], [-0.0654, 4.0035, -2.3923], [2.4568, 1.2796, -3.8464]], "atomic_forces_ev_per_a": [[0.6, 0.7, 1.4], [-1.9, -0.4, -1.1], [-0.2, 0.3, -0.4], [-0.3, 0.1, 0.6], [0.1, -0.3, -0.3], [1.9, -0.5, -0.4], [0.2, 1.3, 1.3], [1.5, 0.2, -0.4], [0.2, -0.5, -0.7], [-0.5, -0.6, -0.2], [-0.5, 0.1, -0.1], [-0.6, -0.3, 0.1], [1.3, 1.4, 2.1], [1.0, -1.8, 0.3], [0.0, 0.1, -0.7], [-1.4, 0.9, -2.0], [-0.5, 0.1, 0.0], [-0.8, -0.1, 1.2], [0.6, -0.7, 1.3], [-0.9, -0.8, -1.4], [-0.3, 0.2, 0.1], [0.4, 1.1, -0.8], [0.2, 0.4, 0.2], [-0.8, 0.5, 1.0], [-3.3, 1.6, -6.7], [3.4, -2.4, 5.4], [2.7, 2.0, 0.0], [0.7, -5.9, 0.7], [-0.1, 0.1, -0.1], [-0.8, -0.2, -0.1], [0.4, 1.3, 0.0], [-1.5, 2.3, -0.8], [-5.3, 4.8, 4.9], [3.5, -3.1, -2.3], [5.5, -1.5, 4.8], [-1.1, -1.5, -4.6], [-0.2, 0.0, -0.3], [-2.3, 1.0, 1.0], [-0.9, 0.4, -1.9], [-0.6, 0.3, -0.4], [-2.2, 1.3, -7.4], [0.9, -1.7, 6.1], [4.1, 2.8, 1.8], [-3.7, -4.6, -0.7], [0.2, -0.1, 1.1], [0.1, 0.3, -1.8], [1.0, 0.6, 1.4], [0.0, 0.7, -0.8], [-1.4, -1.0, -1.7], [-0.6, 8.1, 2.7], [-0.2, 0.6, -0.3], [0.7, -8.8, -2.4], [-0.1, 0.1, 0.2], [0.6, 0.4, 0.1], [0.4, 0.8, 0.2], [0.3, 0.1, 0.4], [0.3, 0.7, 0.9], [0.1, 0.2, 0.3], [0.2, -0.5, -0.2], [-0.5, -0.7, -0.2], [1.5, 1.7, -0.5], [-4.5, 6.3, -0.3], [-1.2, -1.3, -0.2], [4.8, -6.9, 1.9], [0.0, 0.2, 0.0], [-0.4, 0.1, -0.5], [-1.0, -0.9, 0.4], [0.4, -0.1, -0.8], [0.5, 0.1, 0.3], [0.5, 0.5, -0.2], [-0.2, 0.7, -0.2], [-0.2, -0.1, 0.0]], "multiplicity": 1, "relative_energy_kj_mol": 707.3, "total_energy_ev": -41558.215, "homo_ev": -8.57, "smiles": "NC(N)=O.NC(N)=O.NC(N)=O.CC(C)O.CC(C)O.CO.CO.CO.CO", "gap_ev": 8.0}

***

No. 2
{"formula": "C13H46N10O10", "method": "wB97M-V/def2-TZVPD", "species": ["C", "O", "H", "H", "H", "H", "C", "O", "H", "H", "H", "H", "C", "O", "N", "N", "H", "H", "H", "H", "C", "O", "N", "N", "H", "H", "H", "H", "C", "O", "N", "N", "H", "H", "H", "H", "C", "O", "N", "N", "H", "H", "H", "H", "C", "O", "N", "N", "H", "H", "H", "H", "C", "C", "O", "H", "H", "H", "H", "H", "H", "C", "C", "O", "H", "H", "H", "H", "H", "H", "C", "C", "O", "H", "H", "H", "H", "H", "H"], "coordinates": [[4.1815, -1.5835, 3.8137], [3.8201, -0.3380, 4.2939], [5.2672, -1.6631, 3.8687], [3.7954, -2.4201, 4.3959], [3.9235, -1.5401, 2.7555], [2.9230, -0.4241, 4.6246], [-0.7615, -0.3082, 5.4235], [0.4595, -0.0782, 6.0636], [-1.0869, -1.3224, 5.6550], [-1.4631, 0.3406, 5.9478], [-0.7576, -0.0890, 4.3557], [0.3321, -0.0234, 7.0135], [-2.8332, -4.6311, 2.9510], [-1.7966, -4.8902, 3.4265], [-3.2950, -3.4637, 2.6245], [-3.6846, -5.4823, 2.4226], [-4.0463, -3.6202, 1.9678], [-2.8345, -2.5864, 2.8204], [-4.5900, -5.1272, 2.1502], [-3.5001, -6.4692, 2.3124], [4.0882, -6.1243, 0.4696], [4.5412, -5.3594, -0.3756], [3.8544, -7.3667, 0.2121], [3.6937, -5.7138, 1.6402], [3.8230, -7.7631, -0.7163], [3.6298, -8.0525, 0.9187], [3.7670, -4.7273, 1.8440], [3.2820, -6.3065, 2.3468], [-3.9237, 0.6063, -6.1211], [-5.0902, 0.5926, -6.4432], [-3.0530, 1.2750, -6.8646], [-3.3986, 0.1143, -5.0420], [-2.1848, 1.4174, -6.3686], [-3.3134, 1.8375, -7.6620], [-2.4288, 0.2114, -4.7769], [-3.9995, -0.3908, -4.4065], [4.9628, -2.6802, -4.8232], [5.1096, -2.4041, -5.9723], [4.0872, -2.1083, -4.0005], [5.6307, -3.3935, -4.0344], [4.0603, -2.2813, -3.0058], [3.4073, -1.4845, -4.4113], [5.2455, -3.5680, -3.1172], [6.3687, -3.9272, -4.4710], [2.1276, 4.3707, 0.3595], [1.8042, 3.9178, -0.6814], [2.1202, 3.7953, 1.5567], [2.3611, 5.6946, 0.4458], [2.2993, 2.8032, 1.4961], [2.6231, 4.3169, 2.2604], [2.1706, 6.1634, -0.4283], [2.5824, 6.2519, 1.2585], [-1.2937, 6.1820, -3.2747], [-1.3993, 7.6230, -2.6488], [-2.3299, 7.6331, -1.5347], [-0.4378, 5.9937, -3.9228], [-2.2217, 6.0111, -3.8205], [-1.3340, 5.3966, -2.5200], [-1.7439, 8.3471, -3.3872], [-0.3936, 7.8885, -2.3232], [-3.1577, 7.2741, -1.8626], [1.0610, -1.3063, -0.3421], [-0.2781, -1.0015, -0.9574], [-0.7307, 0.2773, -0.5181], [0.9667, -1.4809, 0.7297], [1.7927, -0.5759, -0.6874], [1.4714, -2.2280, -0.7547], [-1.0655, -1.7429, -0.8216], [-0.1619, -0.8915, -2.0356], [-0.2995, 0.9524, -1.0471], [-5.6280, 2.8414, 2.6570], [-4.2167, 2.3722, 2.4518], [-4.1422, 1.0612, 1.9266], [-5.8667, 3.4815, 1.8076], [-5.8242, 3.2860, 3.6327], [-6.4236, 2.1016, 2.5687], [-3.6626, 2.4273, 3.3888], [-3.6744, 3.1096, 1.8600], [-3.3068, 0.9703, 1.4625]], "atomic_forces_ev_per_a": [[1.1, -0.2, -0.8], [-0.6, 1.0, 1.2], [0.1, 0.0, 0.0], [-0.4, -0.1, -0.3], [-0.2, -1.1, -0.2], [-0.2, 0.4, 0.2], [-1.2, 0.0, 1.4], [1.8, 0.2, -0.4], [-0.1, -0.3, -0.6], [-0.6, 0.2, -0.6], [0.4, -0.1, 0.2], [-0.1, 0.0, -0.1], [-0.1, -0.2, -1.3], [4.0, -1.1, 2.6], [-1.4, 4.5, -0.5], [-2.7, -4.3, -1.1], [0.4, 2.1, 0.1], [-0.3, -0.3, -0.2], [0.2, -0.9, 0.1], [0.0, 0.4, 0.3], [0.7, 2.6, -2.5], [0.3, 0.5, -0.4], [-0.8, -5.5, -0.8], [-0.8, 1.6, 3.8], [0.5, 0.7, 0.1], [-0.1, 0.4, 0.0], [0.1, -0.3, 0.0], [0.1, 0.2, -0.3], [-2.1, 1.9, -2.4], [-1.5, -1.0, 0.2], [2.8, 0.9, -0.8], [1.0, -2.3, 3.9], [0.2, 0.6, -1.0], [-0.1, -0.2, 0.5], [-0.4, -0.1, -0.2], [0.2, 0.2, -0.2], [-2.3, 3.1, -0.1], [0.4, 0.0, -2.6], [-4.4, 3.2, 0.4], [5.6, -5.5, 2.1], [-0.2, 0.3, -0.5], [0.1, -0.1, 0.4], [0.9, -0.7, -0.4], [0.0, -0.3, 0.8], [-0.4, 2.7, 1.2], [-0.6, -2.4, -2.9], [0.5, -1.9, 1.6], [0.5, 2.2, -0.8], [-0.1, 0.0, 0.5], [0.0, -0.5, 0.1], [0.2, 0.2, 0.4], [-0.1, -0.4, -0.2], [-1.1, 0.7, 0.4], [-0.1, -1.6, 0.0], [1.0, 0.1, -0.5], [0.0, 0.3, 0.0], [0.1, 0.0, -0.5], [0.4, 0.3, 0.4], [0.2, 0.0, -0.2], [-0.3, 0.3, 0.5], [-0.1, 0.0, 0.0], [0.1, -1.1, -0.5], [0.3, 1.0, -0.9], [-0.7, 0.0, 0.5], [0.3, 0.6, 0.0], [-0.1, 0.4, 0.7], [-0.2, -0.4, 0.0], [0.1, 0.1, 0.5], [0.1, -0.5, -0.3], [0.1, 0.1, 0.1], [-1.1, 0.0, -0.7], [0.8, 0.2, 0.9], [-0.2, -0.1, -0.3], [-0.2, 0.6, 0.4], [0.3, 0.5, -0.2], [0.5, -0.7, 0.1], [-0.1, -0.3, 0.4], [-0.1, -0.1, -0.6], [0.1, 0.0, -0.1]], "multiplicity": 1, "relative_energy_kj_mol": 286.5, "total_energy_ev": -49601.956, "homo_ev": -9.68, "smiles": "NC(N)=O.NC(N)=O.NC(N)=O.NC(N)=O.NC(N)=O.CCO.CCO.CCO.CO.CO", "gap_ev": 9.7}

***

No. 3
{"formula": "C13H46N3O7", "method": "wB97M-V/def2-TZVPD", "species": ["N", "H", "H", "H", "H", "C", "C", "C", "O", "C", "N", "H", "H", "H", "H", "H", "H", "H", "H", "H", "H", "H", "C", "C", "C", "O", "C", "N", "H", "H", "H", "H", "H", "H", "H", "H", "H", "H", "H", "C", "O", "H", "H", "H", "H", "C", "O", "H", "H", "H", "H", "C", "O", "H", "H", "H", "H", "C", "O", "H", "H", "H", "H", "C", "O", "H", "H", "H", "H"], "coordinates": [[4.8910, 17.9240, 20.4730], [4.4910, 18.8180, 20.1910], [5.5040, 18.0240, 21.2140], [5.1880, 17.4610, 19.6250], [4.0660, 17.7080, 20.8190], [1.1280, 18.8290, 17.3210], [2.3770, 19.6500, 17.2080], [3.4670, 19.0670, 16.4700], [4.1760, 18.0000, 17.2750], [5.2970, 17.6170, 16.6600], [2.0750, 20.9860, 16.7060], [0.4950, 19.2920, 17.9700], [1.2530, 17.9650, 17.8320], [0.8190, 18.3480, 16.3900], [2.7610, 20.0010, 18.1130], [4.2690, 19.7350, 16.2350], [3.1960, 18.6620, 15.4840], [5.9770, 18.4010, 16.7840], [5.1310, 17.1750, 15.6590], [5.5000, 16.7310, 17.3430], [2.2750, 21.8380, 17.2840], [1.2270, 21.0720, 16.4780], [3.1760, 15.6230, 23.4580], [1.9960, 16.3810, 22.8220], [1.3530, 15.8460, 21.4560], [2.4750, 16.0040, 20.4790], [2.1320, 15.4900, 19.1760], [0.8970, 16.2640, 23.8410], [4.0720, 15.6880, 22.7780], [2.9010, 14.5160, 23.7040], [3.3870, 16.1200, 24.4070], [2.2970, 17.4960, 22.7940], [0.5850, 16.6130, 21.1760], [1.1950, 14.8710, 21.5780], [1.9320, 14.4550, 19.1330], [2.7460, 15.9730, 18.4870], [1.1920, 15.8340, 19.0910], [0.2740, 15.4500, 23.9430], [0.3250, 16.8720, 23.5430], [1.9620, 20.5360, 20.9850], [2.9100, 19.7190, 21.7230], [1.6070, 21.2500, 21.6210], [1.0220, 19.8160, 20.7500], [2.4590, 21.1420, 20.2240], [2.6420, 19.9200, 22.7440], [5.5060, 13.5310, 20.4330], [5.9190, 14.9420, 20.4090], [4.5140, 13.2130, 20.6330], [6.0220, 13.0970, 21.3730], [5.6970, 13.0360, 19.5420], [6.7710, 14.8720, 20.0330], [7.6460, 17.4890, 23.1550], [7.3110, 18.8340, 22.6680], [8.6400, 17.6510, 23.5290], [7.6090, 16.6110, 22.3300], [6.9700, 17.2520, 23.9980], [8.2220, 19.3130, 23.0040], [8.4200, 18.5880, 19.1730], [7.1760, 19.2170, 19.0830], [9.3290, 19.1490, 18.6830], [8.3020, 17.5220, 18.6380], [8.6920, 18.4830, 20.1960], [7.2260, 20.1660, 19.3480], [5.9560, 22.3700, 19.7850], [7.3120, 22.0120, 19.7060], [5.8730, 23.1590, 19.0190], [5.6070, 22.7070, 20.6280], [5.3360, 21.5620, 19.4070], [7.8330, 22.7150, 19.4780]], "atomic_forces_ev_per_a": [[1.4, 2.7, -3.5], [1.3, 1.1, -0.4], [2.3, 0.4, 1.5], [0.2, -0.6, 0.1], [-5.3, -3.7, 2.2], [1.7, -0.2, -2.0], [-1.1, 2.0, 0.4], [2.8, -2.6, -0.8], [-5.4, 2.6, 0.2], [0.7, -3.9, 0.6], [7.3, 1.2, 1.3], [-2.7, 1.7, 0.8], [1.4, -3.0, 2.0], [-0.7, 1.2, -0.4], [0.8, -1.0, 2.5], [0.3, 1.1, 0.1], [-0.3, -0.3, 0.3], [1.9, 0.9, -0.6], [0.3, 0.6, 0.1], [1.2, 0.6, -1.1], [0.2, -1.7, -0.5], [-8.3, 0.7, -2.7], [0.2, -1.2, -1.1], [-1.2, -1.1, 0.9], [4.7, 6.3, 0.0], [-0.5, -0.7, 0.7], [0.6, 0.5, 2.7], [4.4, -4.1, 2.1], [-0.7, -0.4, 0.8], [0.6, 1.9, -0.6], [0.1, -0.1, -0.1], [-0.8, -1.7, -0.3], [0.0, -1.4, 0.1], [-1.6, -3.9, 0.2], [1.0, -1.7, -0.1], [1.2, 0.1, -1.4], [-3.6, 1.6, -1.3], [1.4, -0.3, -0.5], [-5.8, 6.2, -2.0], [-1.0, -3.3, -0.6], [-1.1, 1.2, 3.3], [-1.2, 1.9, 1.8], [2.2, 1.9, -0.4], [-0.2, -0.9, -0.6], [1.4, -1.0, -3.7], [1.8, 0.3, 3.7], [-2.6, -1.0, 0.2], [-1.6, 1.4, 0.2], [-0.3, 0.2, -1.8], [1.2, -0.8, -1.7], [1.5, 0.2, -0.6], [-0.7, -0.7, -1.0], [3.7, 0.7, 1.2], [0.5, -1.2, 0.3], [0.0, 2.2, 1.7], [0.3, -0.2, -0.5], [-4.0, -1.0, -1.7], [1.4, -1.2, -2.3], [-0.8, 0.9, -0.2], [-1.9, -0.9, 0.5], [0.4, 2.4, 1.3], [0.3, -0.5, 1.0], [0.4, -0.7, -0.2], [1.4, -0.4, -6.5], [-1.3, -3.7, 1.7], [-0.7, 0.0, 0.3], [-1.4, 1.7, 5.1], [0.0, -0.4, 0.1], [1.9, 2.7, -0.8]], "multiplicity": 1, "charge": 1, "relative_energy_kj_mol": 0.0, "total_energy_ev": -33014.057, "homo_ev": -11.58, "gap_ev": 9.4}